No. 1
Molecular formula: C59H60Ge2N4O7PdS5
Method: DFT, ωB97M-V with the def2-TZVPD basis set

```
138
Properties=species:S:1:pos:R:3:mulliken_charge:R:1
Pd -1.28 -1.67 -0.04 2.0227
C 1.30 -1.70 5.50 -1.3479
C 1.98 -1.68 4.16 0.9450
C 2.61 -0.53 3.69 -1.1146
C 3.28 -0.53 2.47 0.9738
C 3.98 0.70 1.99 -1.2665
C 3.30 -1.70 1.71 0.6575
C 2.64 -2.86 2.15 1.3255
C 2.60 -4.11 1.33 -1.8574
C 1.99 -2.82 3.37 -0.9145
C 4.07 -1.72 0.45 -0.9999
C 5.31 -2.35 0.39 0.2781
C 6.01 -2.41 -0.80 -1.1739
C 5.50 -1.80 -1.93 0.2896
C 4.28 -1.15 -1.89 -1.2739
C 3.57 -1.13 -0.70 0.0093
Ge 1.63 -0.62 -0.78 0.3225
S 0.57 -2.45 -1.38 -0.7357
S 1.18 1.17 -2.12 0.0499
Ge -0.68 1.43 -0.82 0.6572
S -2.28 0.08 -1.51 -0.6058
S 0.26 0.18 0.99 -0.0689
C -1.18 3.38 -0.65 0.4035
C -0.40 4.41 -1.16 -1.1864
C -0.91 5.71 -1.12 0.1068
C -2.16 5.99 -0.63 -1.1363
C -2.93 4.95 -0.13 0.1801
C -2.45 3.65 -0.13 -0.3325
C -3.28 2.61 0.51 0.1341
C -4.40 2.08 -0.15 0.6127
C -4.70 2.47 -1.57 -1.8993
C -5.25 1.22 0.53 -0.2910
C -5.03 0.90 1.86 0.3739
C -5.96 0.01 2.61 -1.7589
C -3.93 1.46 2.51 -0.6513
C -3.04 2.29 1.85 0.8372
C -1.86 2.88 2.57 -1.7780
C 0.97 4.32 -1.72 0.5164
C 2.07 4.34 -0.87 0.8395
C 1.89 4.14 0.61 -1.6196
C 3.33 4.56 -1.40 -0.6850
C 3.51 4.78 -2.76 0.4715
C 4.85 5.17 -3.31 -1.6642
C 2.41 4.68 -3.60 -0.5344
C 1.14 4.45 -3.10 0.9747
C -0.04 4.37 -4.02 -1.9479
C 3.77 -0.48 -3.11 0.0621
C 3.01 -1.17 -4.06 1.9423
C 2.69 -2.62 -3.91 -2.1730
C 2.57 -0.49 -5.18 -1.2366
C 2.87 0.85 -5.39 0.9892
C 2.38 1.59 -6.59 -1.4653
C 3.66 1.50 -4.45 -0.6326
C 4.11 0.86 -3.31 1.2054
C 4.95 1.58 -2.30 -1.6707
H 1.12 -0.69 5.87 0.3365
H 1.91 -2.22 6.23 0.4395
H 0.36 -2.23 5.41 0.0468
H 2.59 0.37 4.28 0.3765
H 3.97 1.48 2.75 0.4961
H 3.50 1.09 1.09 -0.0862
H 5.02 0.47 1.74 0.2772
H 3.35 -4.10 0.54 0.2546
H 1.62 -4.22 0.87 0.0994
H 2.77 -4.98 1.96 0.5794
H 1.49 -3.71 3.72 0.3544
H 5.70 -2.82 1.28 0.5356
H 6.95 -2.94 -0.85 0.4074
H 6.04 -1.84 -2.87 0.5509
H -0.28 6.51 -1.50 0.5446
H -2.54 7.00 -0.62 0.4299
H -3.92 5.15 0.27 0.5507
H -3.79 2.66 -2.13 0.2839
H -5.31 3.38 -1.58 0.3819
H -5.26 1.68 -2.06 0.4502
H -6.09 0.79 0.02 0.4746
H -6.89 -0.12 2.06 0.3829
H -6.18 0.40 3.60 0.4890
H -5.52 -0.98 2.72 0.0683
H -3.79 1.27 3.56 0.8660
H -1.91 2.67 3.63 0.4794
H -1.82 3.96 2.42 0.3977
H -0.93 2.46 2.18 0.1463
H 1.11 4.79 1.00 0.3675
H 2.82 4.34 1.14 0.4953
H 1.60 3.10 0.81 0.0405
H 4.18 4.60 -0.74 0.3364
H 5.65 4.95 -2.61 0.3787
H 4.86 6.25 -3.50 0.3971
H 5.06 4.68 -4.26 0.3759
H 2.54 4.81 -4.66 0.4121
H 0.27 4.47 -5.05 0.4718
H -0.77 5.15 -3.79 0.3982
H -0.54 3.41 -3.89 0.2287
H 3.13 -3.04 -3.01 0.3424
H 3.05 -3.18 -4.77 0.5619
H 1.61 -2.77 -3.86 0.3503
H 1.97 -1.01 -5.91 0.3990
H 1.81 0.93 -7.25 0.4067
H 3.21 2.00 -7.16 0.3678
H 1.73 2.41 -6.29 0.1821
H 3.91 2.54 -4.62 0.4459
H 5.36 2.50 -2.73 0.4959
H 5.77 0.96 -1.96 0.4960
H 4.33 1.86 -1.45 -0.0958
O -5.69 -1.61 0.02 -0.6591
C -4.59 -2.08 0.22 -0.1605
O -3.59 -1.58 0.78 0.4211
C -4.41 -3.56 -0.21 -0.0009
C -5.36 -4.52 0.00 0.0298
C -5.06 -5.87 -0.23 -0.5637
C -3.75 -6.25 -0.50 -0.5489
C -2.78 -5.28 -0.68 -0.4484
C -3.13 -3.88 -0.78 0.7651
O -2.39 -3.06 -1.35 -1.0057
N -1.40 -5.61 -0.68 0.7448
O -1.07 -6.75 -0.91 -0.6729
O -0.61 -4.72 -0.38 -0.2928
N -6.08 -6.85 -0.09 1.0263
O -7.17 -6.48 0.32 -0.6440
O -5.81 -8.00 -0.37 -0.6549
H -6.35 -4.26 0.36 0.6150
H -3.47 -7.30 -0.55 0.6158
S -1.06 -3.31 1.94 -0.7166
C -1.82 -2.78 3.36 -0.1808
N -2.33 -1.56 3.48 1.0577
C -3.03 -1.11 4.67 -0.1696
C -2.55 -1.88 5.90 -0.7279
C -2.60 -3.37 5.60 -0.7606
N -1.83 -3.62 4.40 0.0015
H -2.44 -1.00 2.63 -0.8814
H -4.12 -1.25 4.54 0.2104
H -2.84 -0.04 4.79 0.2288
H -3.19 -1.64 6.75 0.4568
H -1.52 -1.59 6.14 0.1803
H -3.63 -3.71 5.48 0.3404
H -2.15 -3.94 6.42 0.4361
H -1.44 -4.53 4.23 0.3323
```

Output
* spin multiplicity: 5
* DFT total energy: -9302.61583 Ha
* maximum force: 0.06454 hartree/bohr

No. 2
Molecular formula: C59H77GeIN9P3STi
Method: DFT, ωB97M-V with the def2-TZVPD basis set

```
152
Properties=species:S:1:pos:R:3:mulliken_charge:R:1
Ti -0.60 0.39 -0.07 -0.4461
C -1.27 2.04 3.83 -1.8479
C 0.21 2.21 3.52 0.3918
C 1.01 2.17 4.83 -1.7204
P 0.83 1.00 2.26 1.4899
C 0.86 -0.59 3.14 -2.2248
N 1.40 -1.57 2.24 1.5424
Ge 1.30 -1.43 0.37 -1.1961
N 2.87 -0.69 -0.35 0.8451
C 2.92 0.38 -1.32 -1.6993
P 1.38 0.33 -2.28 0.9096
C 1.56 -1.29 -3.22 2.1232
C 1.05 -1.22 -4.67 -1.7110
C 2.98 -1.86 -3.24 -1.6984
C 1.56 1.60 -3.62 0.1767
C 1.10 3.01 -3.26 -1.0283
C 2.97 1.63 -4.22 -1.8304
C 4.09 -1.03 0.24 0.5355
C 5.22 -0.22 0.21 -0.3627
C 6.38 -0.63 0.88 -1.0374
C 6.41 -1.82 1.58 -1.1391
C 5.29 -2.65 1.59 -0.0499
C 4.16 -2.26 0.90 -0.5652
N 2.96 -3.05 0.78 1.4767
C 2.51 -3.67 2.01 -0.6911
C 2.81 -4.95 2.41 -0.2938
C 2.38 -5.39 3.66 -1.0924
C 1.68 -4.53 4.48 -0.9211
C 1.36 -3.24 4.06 -0.3454
C 1.75 -2.81 2.80 0.3951
C 2.90 -3.89 -0.40 -0.7021
C 3.93 -4.66 -0.88 -0.0973
C 3.72 -5.48 -1.99 -1.1112
C 2.48 -5.51 -2.59 -1.0123
C 1.44 -4.70 -2.12 -0.3160
C 1.65 -3.86 -1.03 0.6170
N 0.70 -2.96 -0.53 1.1114
C -0.66 -3.18 -0.94 -2.2802
P -1.73 -2.08 0.04 0.4065
C -3.45 -2.47 -0.56 0.7293
C -3.94 -1.72 -1.78 -1.0705
C -3.62 -3.97 -0.77 -1.8958
C -1.71 -2.82 1.77 2.8174
C -3.08 -2.86 2.46 -1.7494
C -1.10 -4.23 1.84 -1.8476
C 2.64 1.46 2.07 1.2466
C 3.59 0.76 3.04 -1.5379
C 2.88 2.98 2.09 -1.1513
H -1.67 2.96 4.27 0.5371
H -1.42 1.24 4.56 0.3625
H -1.85 1.80 2.96 0.2429
H 0.36 3.18 3.04 0.5559
H 0.79 1.26 5.39 0.3483
H 0.69 3.02 5.44 0.4842
H 2.08 2.26 4.70 0.3101
H -0.16 -0.80 3.51 0.6078
H 1.50 -0.48 4.02 1.2099
H 3.76 0.23 -1.99 1.3670
H 3.04 1.40 -0.89 0.8506
H 0.94 -2.00 -2.67 -0.7947
H 1.78 -0.72 -5.31 0.3185
H 0.11 -0.70 -4.79 0.2794
H 0.93 -2.23 -5.05 0.4542
H 3.66 -1.25 -3.83 0.3849
H 2.94 -2.85 -3.71 0.4659
H 3.41 -2.00 -2.25 0.1261
H 0.87 1.25 -4.39 0.4594
H 1.79 3.48 -2.55 0.3060
H 0.09 3.02 -2.86 -0.0886
H 1.12 3.63 -4.16 0.6174
H 3.67 2.14 -3.55 0.3371
H 2.94 2.20 -5.15 0.4819
H 3.37 0.65 -4.45 0.3264
H 5.21 0.73 -0.30 0.5222
H 7.25 0.01 0.86 0.4330
H 7.31 -2.12 2.11 0.5010
H 5.30 -3.59 2.13 0.5651
H 3.37 -5.61 1.75 0.5688
H 2.61 -6.40 3.99 0.4997
H 1.37 -4.85 5.47 0.4240
H 0.78 -2.59 4.71 0.5077
H 4.90 -4.64 -0.39 0.5626
H 4.53 -6.09 -2.37 0.4975
H 2.30 -6.16 -3.43 0.4151
H 0.48 -4.73 -2.62 0.4974
H -0.95 -4.21 -0.76 1.0032
H -0.85 -2.99 -2.01 0.7581
H -4.06 -2.15 0.29 0.6731
H -3.35 -1.96 -2.66 0.2602
H -3.95 -0.64 -1.63 -0.0738
H -4.97 -2.04 -2.00 0.5351
H -3.19 -4.30 -1.71 0.3607
H -4.69 -4.19 -0.80 0.4777
H -3.20 -4.58 0.03 0.3245
H -1.09 -2.13 2.34 -0.8433
H -3.74 -3.60 2.02 0.2643
H -3.59 -1.89 2.46 0.2995
H -2.92 -3.15 3.50 0.5068
H -1.77 -4.97 1.41 0.4479
H -0.96 -4.49 2.89 0.4279
H -0.13 -4.31 1.36 0.1702
H 2.88 1.11 1.07 -0.6445
H 3.42 1.06 4.08 0.2492
H 4.61 1.05 2.79 0.4702
H 3.54 -0.32 2.98 0.1302
H 2.76 3.40 3.09 0.2964
H 2.25 3.54 1.42 -0.0313
H 3.92 3.16 1.80 0.4887
I 1.26 6.37 0.52 0.1812
C 0.04 4.72 0.47 -1.7403
C -1.23 4.58 0.98 -0.0856
N -1.59 3.30 0.79 0.3402
N -0.64 2.60 0.15 1.5184
C 0.36 3.46 -0.04 -1.2391
H -1.88 5.27 1.49 0.7507
H -2.44 2.84 1.08 -0.9658
H 1.28 3.14 -0.48 0.8253
S -2.77 0.29 1.08 0.2491
C -3.98 1.43 1.73 0.0278
C -4.73 2.25 0.89 -0.1606
C -5.73 3.06 1.41 -0.9532
C -6.02 3.03 2.77 -0.6976
C -5.30 2.18 3.60 -0.9968
C -4.28 1.38 3.09 -0.4610
H -4.55 2.25 -0.18 0.5463
H -6.31 3.69 0.75 0.5093
H -6.81 3.64 3.17 0.4290
H -5.53 2.14 4.66 0.4627
H -3.73 0.71 3.74 0.4133
C -2.48 0.14 -4.10 -1.3265
C -1.69 0.01 -2.97 -0.4837
N -1.78 0.84 -1.92 2.5069
C -2.68 1.82 -1.98 -1.4651
C -3.55 2.00 -3.04 1.2169
C -3.44 1.13 -4.12 -1.2695
C -4.68 2.96 -2.99 -1.3552
C -4.72 4.26 -2.71 -0.7247
C -3.64 5.25 -2.51 1.2216
C -3.99 6.57 -2.33 -0.7520
C -2.97 7.50 -2.24 -0.2893
N -1.69 7.15 -2.33 -0.5299
C -1.46 5.85 -2.49 -0.2655
N -2.36 4.87 -2.57 -0.1550
H -2.37 -0.56 -4.91 0.6348
H -1.00 -0.81 -2.88 -0.1584
H -2.73 2.49 -1.14 0.2631
H -4.11 1.23 -4.97 0.5845
H -5.64 2.50 -3.21 0.4633
H -5.71 4.71 -2.72 0.3885
H -5.03 6.88 -2.29 0.4165
H -3.18 8.56 -2.09 0.4338
H -0.42 5.56 -2.56 0.4545
```

Output
* spin multiplicity: 1
* ΔE to the lowest compared entry with this formula, charge and spin: 0.0 kJ/mol
* total charge: +2
* maximum force: 0.01936 hartree/bohr

No. 3
Molecular formula: C59H78N2O4S2
Method: DFT, ωB97M-V with the def2-TZVPD basis set

```
145
Properties=species:S:1:pos:R:3:mulliken_charge:R:1
C 0.72 3.40 -1.04 -1.2997
C 0.43 2.42 -0.04 -0.4347
C 0.14 1.16 1.03 1.3486
C 1.54 0.26 0.97 -0.5316
C 1.86 -0.38 -0.50 -0.7016
C 1.19 -1.87 -0.76 0.0195
C 2.30 -3.09 -0.90 -0.7869
C 1.58 -4.52 -0.56 -0.0284
C 0.25 -4.86 -1.47 -0.2503
C -0.74 -5.96 -0.69 -0.4941
O -1.62 -5.27 0.30 -0.1300
C -2.90 -4.89 -0.32 -0.6670
C -1.18 0.40 0.46 -0.4722
C -1.72 -0.89 1.26 -0.2100
C -1.05 -1.32 2.66 -0.5400
S -0.46 -3.14 2.67 0.3093
C -0.34 -3.51 4.54 -0.7726
S 0.86 -2.64 5.45 -0.0345
N -1.29 -4.51 5.13 0.3059
C -2.18 -3.91 6.20 -0.3822
C -3.47 -3.21 5.41 -0.6245
C -0.51 -5.72 5.63 -0.4360
C -0.34 -6.72 4.30 -0.7000
O 0.04 1.78 2.35 -0.2863
C -1.32 2.18 2.71 0.3391
O -1.86 1.58 3.80 -0.5293
C -2.25 3.32 1.98 -0.2458
C -3.81 2.90 1.74 0.3641
O -4.58 2.69 3.01 -0.5588
C -4.61 4.16 0.98 -0.7103
N -5.80 3.60 0.24 -0.5673
H 1.30 3.88 -1.96 0.2716
H 1.57 -0.61 1.75 0.1375
H 2.42 1.03 1.20 0.4390
H 1.57 0.29 -1.41 0.2443
H 3.04 -0.55 -0.55 0.3558
H 0.44 -2.21 0.08 -0.1188
H 0.65 -1.82 -1.83 0.2711
H 3.15 -2.93 -0.07 0.2997
H 2.77 -3.18 -1.98 0.2617
H 1.32 -4.68 0.58 -0.0342
H 2.38 -5.37 -0.83 0.1612
H -0.43 -3.94 -1.70 0.1554
H 0.57 -5.33 -2.51 0.2881
H -0.15 -6.78 -0.12 0.1418
H -1.48 -6.46 -1.47 0.3212
H -2.79 -4.32 -1.35 0.3098
H -3.67 -5.80 -0.42 0.2810
H -3.43 -4.11 0.41 0.1166
H -0.89 0.02 -0.64 0.5152
H -2.11 1.12 0.27 0.0623
H -2.89 -0.73 1.45 0.3055
H -1.67 -1.84 0.53 -0.0366
H -1.90 -1.29 3.50 0.1126
H -0.16 -0.70 3.07 0.3780
H -1.65 -3.06 6.84 0.2227
H -2.57 -4.78 6.92 0.3838
H -3.45 -3.46 4.24 0.0958
H -3.45 -2.03 5.48 0.1497
H -4.51 -3.61 5.79 0.2837
H -1.03 -6.28 6.54 0.4079
H 0.59 -5.47 5.97 0.1731
H 0.44 -6.20 3.58 0.0908
H -1.41 -6.69 3.77 0.1866
H -0.04 -7.78 4.67 0.3881
H -1.84 3.72 0.95 0.0537
H -2.27 4.27 2.70 0.4517
H -3.97 1.92 1.10 0.1161
H -4.62 1.68 3.17 0.3444
H -3.90 4.84 0.35 0.2743
H -5.04 4.83 1.87 0.3778
H -5.54 2.72 -0.29 0.0911
H -6.45 3.23 1.00 0.3536
C -2.69 3.89 -4.29 -0.5657
C -3.34 3.89 -3.05 -0.1742
C -4.73 3.94 -2.99 -0.4779
C -5.48 3.98 -4.17 -0.5861
C -4.83 3.98 -5.41 -0.4156
C -3.43 3.94 -5.46 -0.4208
H -1.61 3.86 -4.33 0.4088
H -2.76 3.85 -2.13 0.4258
H -5.24 3.95 -2.03 0.7081
H -6.56 4.02 -4.13 0.4122
H -5.41 4.02 -6.33 0.3568
H -2.93 3.95 -6.43 0.3530
C -7.10 -0.06 -1.54 -0.5693
C -8.01 -0.98 -1.04 -0.3602
C -9.37 -0.65 -0.97 -0.4291
C -9.80 0.60 -1.40 -0.3619
C -8.89 1.52 -1.91 -0.5677
C -7.53 1.20 -1.97 0.0709
H -6.04 -0.31 -1.60 0.4573
H -7.67 -1.96 -0.71 0.3733
H -10.08 -1.37 -0.57 0.3533
H -10.86 0.86 -1.35 0.3634
H -9.23 2.50 -2.25 0.3636
H -6.82 1.92 -2.36 0.3195
C 4.02 0.17 9.81 -0.3390
C 3.78 1.39 9.17 -0.3707
C 3.06 1.42 7.97 -0.4777
C 2.57 0.24 7.42 -0.0776
C 2.81 -0.98 8.06 -0.1147
C 3.54 -1.01 9.25 -0.5795
H 4.59 0.15 10.73 0.3445
H 4.16 2.31 9.60 0.3440
H 2.88 2.37 7.47 0.3599
H 2.01 0.26 6.50 0.3421
H 2.42 -1.90 7.64 0.1902
H 3.73 -1.96 9.75 0.3456
C 3.34 -9.07 -3.04 -0.4645
C 4.72 -9.22 -2.93 -0.3614
C 5.37 -8.88 -1.74 -0.3725
C 4.63 -8.40 -0.66 -0.4348
C 3.25 -8.26 -0.77 -0.3031
C 2.60 -8.59 -1.96 -0.2849
H 2.84 -9.33 -3.97 0.3534
H 5.30 -9.60 -3.77 0.3517
H 6.45 -8.98 -1.66 0.3537
H 5.13 -8.14 0.27 0.3642
H 2.67 -7.89 0.08 0.4381
H 1.53 -8.47 -2.05 0.3742
C 5.39 6.47 -3.05 -0.4930
C 4.74 6.47 -1.81 -0.3509
C 3.35 6.52 -1.76 -0.4519
C 2.60 6.56 -2.94 -0.4361
C 3.25 6.56 -4.17 -0.5047
C 4.64 6.52 -4.23 -0.1930
H 6.47 6.43 -3.09 0.3771
H 5.32 6.43 -0.90 0.3617
H 2.84 6.52 -0.80 0.4094
H 1.52 6.59 -2.89 0.4779
H 2.67 6.59 -5.09 0.3554
H 5.15 6.52 -5.19 0.4478
C 7.47 7.05 -9.02 -0.3917
C 8.85 6.90 -8.91 -0.3553
C 9.49 7.24 -7.72 -0.3538
C 8.75 7.72 -6.64 -0.4549
C 7.37 7.86 -6.75 -0.3522
C 6.73 7.53 -7.94 -0.3478
H 6.97 6.79 -9.95 0.3451
H 9.42 6.52 -9.75 0.3472
H 10.57 7.14 -7.64 0.3513
H 9.26 7.98 -5.71 0.3545
H 6.79 8.23 -5.91 0.4909
H 5.65 7.65 -8.03 0.3711
```

Output
* spin multiplicity: 1
* DFT total energy: -3501.17888 Ha
* SMILES string: C#C[C@](CCCCCCCOC)(CCCSC(=S)N(CC)CC)OC(=O)C[C@@H](O)CN.c1ccccc1.c1ccccc1.c1ccccc1.c1ccccc1.c1ccccc1.c1ccccc1
* maximum force: 0.19372 hartree/bohr

No. 4
Molecular formula: C5H10
Method: DFT, ωB97M-V with the def2-TZVPD basis set

```
15
Properties=species:S:1:pos:R:3:mulliken_charge:R:1
C 1.42 1.01 -0.10 0.0124
C 1.75 -0.11 -0.74 -0.6519
C -1.62 -1.71 0.01 -0.4317
C -1.25 -1.20 1.19 -0.4354
C 0.13 1.75 -0.30 -0.9538
H 2.12 1.44 0.61 0.2833
H 0.31 2.76 -0.69 0.3316
H 1.09 -0.57 -1.47 0.2063
H 2.71 -0.61 -0.57 0.2491
H -2.62 -2.08 -0.16 0.2322
H -0.92 -1.78 -0.82 0.1698
H -0.24 -0.83 1.35 0.2509
H -1.94 -1.14 2.02 0.2233
H -0.40 1.87 0.66 0.2550
H -0.54 1.22 -0.99 0.2588
```

Output
* spin multiplicity: 1
* ΔE to the lowest compared entry with this formula, charge and spin: 169.0 kJ/mol
* SMILES string: C=CC.C=C
* maximum force: 0.00355 hartree/bohr

No. 5
Molecular formula: C5H10
Method: DFT, ωB97M-V with the def2-TZVPD basis set

```
15
Properties=species:S:1:pos:R:3:mulliken_charge:R:1
C -0.12 1.61 0.26 -1.3715
C -0.89 0.31 0.29 0.2871
C -0.94 -0.41 -1.00 -0.8081
C -0.20 -1.02 0.44 0.0166
C 1.32 -1.02 0.42 -1.1572
H 0.80 1.56 -0.34 0.2918
H 0.16 1.95 1.27 0.3163
H -0.75 2.38 -0.19 0.3743
H -1.84 0.41 0.80 0.3369
H -1.92 -0.77 -1.31 0.3102
H -0.25 -0.16 -1.80 0.2826
H -0.68 -1.72 -0.34 0.1909
H 1.70 -2.04 0.26 0.3492
H 1.76 -0.36 -0.34 0.2925
H 1.70 -0.69 1.39 0.2885
```

Output
* spin multiplicity: 1
* ΔE to the lowest compared entry with this formula, charge and spin: 326.5 kJ/mol
* SMILES string: C[C@@H]1C[C@@H]1C
* maximum force: 0.03977 hartree/bohr

No. 6
Molecular formula: C5H10
Method: DFT, ωB97M-V with the def2-TZVPD basis set

```
15
Properties=species:S:1:pos:R:3:mulliken_charge:R:1
C -1.28 -0.30 0.22 -0.6568
C -0.07 -1.15 -0.17 -0.9080
C 1.09 -0.51 0.17 -0.1725
C 0.85 0.89 -0.02 -0.7470
C -0.60 1.08 -0.17 -0.3209
H -1.57 -0.23 1.38 0.2931
H -1.88 -0.62 -0.60 0.3490
H -0.14 -2.22 -0.11 0.5181
H 0.00 -1.02 -1.23 0.2866
H 2.05 -0.60 -0.47 0.2344
H 1.14 -0.91 1.29 0.1953
H 1.23 1.57 0.83 0.2074
H 1.63 1.07 -0.79 0.2508
H -1.28 1.16 -1.18 0.2177
H -1.10 1.75 0.66 0.2526
```

Output
* spin multiplicity: 1
* ΔE to the lowest compared entry with this formula, charge and spin: 365.3 kJ/mol
* SMILES string: C1CCCC1
* maximum force: 0.16232 hartree/bohr